1 | {"formula": "C4H5N3O", "method": "ωB97M-V/def2-TZVPD", "gap_ev": 9.96, "homo_ev": -9.669, "mol_weight_g_mol": 111.10, "lumo_ev": 0.3, "species": ["C", "C", "C", "C", "H", "H", "H", "H", "H", "N", "N", "N", "O"], "xyz": [[-1.55, -0.76, 0.40], [-0.71, -0.03, -0.54], [1.06, 0.84, -0.23], [0.90, -0.48, -0.44], [-2.09, -1.69, -0.40], [-2.26, 0.22, 1.05], [-0.68, -1.37, 1.35], [-0.95, 0.34, -1.46], [-0.85, 2.18, -0.02], [-0.18, 1.27, 0.11], [2.34, 1.03, 0.16], [2.01, -1.18, -0.18], [2.97, -0.37, 0.21]], "nbo_charge": [-0.650, -0.050, 0.217, 0.049, 0.251, 0.250, 0.263, 0.218, 0.420, -0.617, -0.153, -0.057, -0.141]}


2 | {"formula": "C4H5N3O", "method": "ωB97M-V/def2-TZVPD", "gap_ev": 7.38, "homo_ev": -7.381, "mol_weight_g_mol": 111.10, "lumo_ev": 0.0, "species": ["C", "C", "C", "C", "N", "N", "N", "O", "H", "H", "H", "H", "H"], "xyz": [[-1.44, 0.82, -0.52], [-1.02, 0.14, 1.75], [-1.86, 0.55, 0.76], [1.44, -0.77, -0.34], [-1.12, 1.03, -1.58], [0.19, -0.48, 1.61], [1.78, -0.27, -1.59], [0.57, -0.09, 0.27], [-1.61, -0.03, 2.66], [-2.77, 0.96, 1.11], [2.09, -1.64, 0.02], [1.28, 0.48, -2.05], [2.48, -0.70, -2.12]], "nbo_charge": [0.317, 0.044, -0.560, 0.542, -0.470, -0.316, -0.754, -0.312, 0.214, 0.236, 0.210, 0.448, 0.400]}


3 | {"formula": "C4H5N3O", "method": "ωB97M-V/def2-TZVPD", "gap_ev": 8.76, "homo_ev": -9.063, "mol_weight_g_mol": 111.10, "lumo_ev": -0.3, "smiles": "CO[C@]1(N)N=C1C#N", "species": ["C", "O", "C", "N", "N", "C", "C", "N", "H", "H", "H", "H", "H"], "xyz": [[0.75, -0.45, -1.19], [-0.05, 0.40, -0.41], [0.60, 0.96, 0.63], [-0.24, 1.40, 1.62], [1.94, 1.55, 0.59], [1.99, 0.36, 1.12], [3.04, -0.43, 1.43], [3.89, -1.11, 1.76], [0.48, -0.55, -2.21], [0.56, -1.35, -0.70], [1.86, -0.17, -1.11], [-1.18, 1.48, 1.46], [0.03, 2.27, 2.06]], "nbo_charge": [-0.264, -0.493, 0.587, -0.828, -0.340, 0.020, 0.195, -0.233, 0.205, 0.187, 0.192, 0.388, 0.383]}


The calculated energies rank the structures as follows, beginning with the most stable: 3, 2, 1.


1 | {"formula": "C4H5N3O", "method": "ωB97M-V/def2-TZVPD", "gap_ev": 10.28, "homo_ev": -9.628, "mol_weight_g_mol": 111.10, "lumo_ev": 0.7, "smiles": "c1nnc(N2CC2)o1", "species": ["C", "N", "N", "C", "N", "C", "C", "O", "H", "H", "H", "H", "H"], "xyz": [[-1.63, -0.02, -2.20], [-2.20, -0.36, -1.04], [-1.29, -0.39, -0.04], [-0.07, 0.08, -0.54], [1.25, 0.01, 0.12], [1.12, 0.77, 1.35], [1.14, -0.64, 1.42], [-0.25, 0.05, -1.87], [-2.10, 0.20, -3.28], [0.31, 1.20, 1.68], [1.76, 1.65, 1.40], [1.92, -1.40, 1.72], [0.05, -1.15, 1.27]], "nbo_charge": [0.230, -0.266, -0.356, 0.593, -0.396, -0.277, -0.259, -0.424, 0.250, 0.203, 0.222, 0.223, 0.257]}


2 | {"formula": "C4H5N3O", "method": "ωB97M-V/def2-TZVPD", "gap_ev": 8.67, "homo_ev": -8.768, "mol_weight_g_mol": 111.10, "lumo_ev": -0.1, "smiles": "C#C/C(=N/N)ON=C", "species": ["C", "C", "C", "N", "N", "O", "N", "C", "H", "H", "H", "H", "H"], "xyz": [[1.24, -2.88, -0.16], [0.87, -1.86, 0.58], [-0.04, -0.76, 0.67], [-1.07, -0.67, 1.50], [-1.66, 0.57, 1.53], [0.63, 0.13, -0.23], [-0.01, 0.80, -1.12], [0.72, 1.98, -1.35], [2.01, -3.66, -0.50], [-1.64, 0.87, 0.42], [-2.75, 0.34, 1.79], [1.68, 2.52, -1.09], [0.02, 2.61, -2.05]], "nbo_charge": [-0.179, -0.064, 0.356, -0.222, -0.626, -0.369, -0.106, -0.177, 0.255, 0.362, 0.367, 0.220, 0.182]}


3 | {"formula": "C4H5N3O", "method": "ωB97M-V/def2-TZVPD", "gap_ev": [7.44, 7.24], "homo_ev": [-7.402, -7.093], "mol_weight_g_mol": 111.10, "lumo_ev": [0.0, 0.2], "smiles": "[H]/N=N/c1[nH]ccc1O", "species": ["H", "N", "N", "C", "N", "C", "C", "C", "O", "H", "H", "H", "H"], "xyz": [[-3.45, 1.46, -0.81], [-2.46, 1.47, -0.52], [-2.00, 0.34, -0.04], [-0.79, -0.07, 0.16], [-0.35, -1.07, 0.94], [0.99, -1.23, 0.92], [1.64, -0.34, 0.04], [0.82, 0.66, -0.42], [1.02, 1.65, -1.22], [-1.12, -1.65, 1.25], [1.30, -2.01, 1.57], [2.74, -0.50, -0.05], [1.67, 1.29, -1.83]], "nbo_charge": [0.318, -0.450, -0.241, 0.230, -0.494, 0.011, -0.434, 0.320, -0.623, 0.437, 0.215, 0.229, 0.482]}


4 | {"formula": "C4H5N3O", "method": "ωB97M-V/def2-TZVPD", "gap_ev": 8.79, "homo_ev": -8.182, "mol_weight_g_mol": 111.10, "lumo_ev": 0.6, "species": ["C", "C", "C", "C", "N", "N", "N", "O", "H", "H", "H", "H", "H"], "xyz": [[-0.15, 1.57, -0.12], [1.81, 1.17, -0.72], [-1.50, -1.65, 0.28], [-1.27, -0.55, 1.25], [0.90, 2.11, -0.70], [-0.01, 0.33, 0.30], [1.28, 0.07, -0.05], [-0.82, -1.78, 1.49], [-1.08, 2.09, -0.10], [-2.60, -2.00, 0.12], [-0.98, -1.84, -0.60], [2.74, 1.26, -1.23], [1.68, -0.79, 0.07]], "nbo_charge": [0.190, 0.184, -0.227, 0.154, -0.458, -0.188, -0.339, -0.494, 0.217, 0.166, 0.160, 0.220, 0.414]}


The calculated energies rank the structures as follows, beginning with the most stable: 3, 4, 1, 2.


1 | {"formula": "C4H5N3O", "method": "ωB97M-V/def2-TZVPD", "gap_ev": 9.90, "homo_ev": -10.002, "mol_weight_g_mol": 111.10, "lumo_ev": -0.1, "species": ["C", "C", "C", "C", "H", "H", "H", "H", "H", "N", "N", "N", "O"], "xyz": [[1.54, -0.12, -0.02], [-0.62, 1.17, 0.75], [-0.95, 0.30, -0.38], [-2.11, -0.57, -0.29], [2.90, -1.41, -0.79], [2.19, -1.99, 0.75], [-1.45, 1.12, 1.49], [-0.19, 1.95, 0.23], [-0.66, 0.53, -1.35], [2.42, -1.01, 0.35], [0.10, -0.07, 0.46], [-3.38, -0.60, -0.15], [2.00, 0.86, -0.66]], "nbo_charge": [0.755, -0.220, -0.174, 0.255, 0.417, 0.408, 0.243, 0.232, 0.238, -0.790, -0.471, -0.282, -0.611]}


2 | {"formula": "C4H5N3O", "method": "ωB97M-V/def2-TZVPD", "gap_ev": 8.68, "homo_ev": -9.066, "mol_weight_g_mol": 111.10, "lumo_ev": -0.4, "smiles": "N#C/C(=C/N)C(N)=O", "species": ["N", "C", "C", "C", "N", "C", "N", "O", "H", "H", "H", "H", "H"], "xyz": [[2.85, 0.79, 0.39], [1.66, 0.51, 0.29], [0.34, -0.02, 0.09], [0.27, -1.10, 0.98], [-0.48, -2.32, 0.54], [-0.91, 0.57, -0.60], [-1.03, 2.06, -0.73], [-1.83, -0.26, -0.90], [0.99, -1.40, 1.79], [-0.64, -2.97, 1.55], [-1.34, -2.14, -0.10], [-1.76, 2.55, -1.54], [-0.23, 2.61, -0.43]], "nbo_charge": [-0.339, 0.250, -0.387, 0.173, -0.795, 0.688, -0.868, -0.628, 0.229, 0.386, 0.448, 0.438, 0.404]}


3 | {"formula": "C4H5N3O", "method": "ωB97M-V/def2-TZVPD", "gap_ev": 8.68, "homo_ev": -8.469, "mol_weight_g_mol": 111.10, "lumo_ev": 0.2, "smiles": "[H]/N=c1\\cc[nH]nc1O", "species": ["H", "N", "C", "C", "C", "N", "N", "C", "O", "H", "H", "H", "H"], "xyz": [[1.98, 1.86, -0.43], [2.06, 0.83, -0.15], [0.82, 0.41, -0.07], [-0.32, 1.21, 0.15], [-1.58, 0.50, 0.05], [-1.69, -0.83, -0.30], [-0.55, -1.59, 0.15], [0.57, -1.02, 0.06], [1.60, -1.80, 0.03], [-0.29, 2.19, 0.65], [-2.61, 0.81, -0.04], [-2.45, -1.37, -0.17], [2.47, -1.20, 0.07]], "nbo_charge": [0.348, -0.710, 0.149, -0.381, 0.082, -0.382, -0.312, 0.471, -0.632, 0.241, 0.208, 0.395, 0.523]}


4 | {"formula": "C4H5N3O", "method": "ωB97M-V/def2-TZVPD", "gap_ev": 9.64, "homo_ev": -8.888, "mol_weight_g_mol": 111.10, "lumo_ev": 0.8, "smiles": "C1=NN[C@H]2C=NO[C@H]12", "species": ["C", "N", "N", "C", "C", "N", "O", "C", "H", "H", "H", "H", "H"], "xyz": [[1.24, -1.13, 0.22], [2.05, -0.25, -0.08], [1.26, 0.90, -0.14], [-0.08, 0.53, 0.33], [-1.39, 0.99, 0.01], [-2.18, -0.03, -0.09], [-1.55, -1.32, -0.04], [-0.12, -0.88, -0.20], [1.34, -2.13, 0.50], [1.38, 1.62, -0.84], [-0.18, 0.56, 1.42], [-1.77, 1.93, 0.19], [0.00, -0.78, -1.29]], "nbo_charge": [0.009, -0.180, -0.477, -0.158, 0.000, -0.066, -0.336, 0.008, 0.202, 0.397, 0.203, 0.219, 0.180]}


The calculated energies rank the structures as follows, beginning with the most stable: 3, 2, 1, 4.


1 | {"formula": "C3H9N2O", "method": "ωB97M-V/def2-TZVPD", "gap_ev": 6.62, "homo_ev": -2.412, "mol_weight_g_mol": 89.12, "lumo_ev": 4.2, "total_charge": -1, "smiles": "NCCNC[O-]", "species": ["N", "C", "C", "N", "C", "O", "H", "H", "H", "H", "H", "H", "H", "H", "H"], "xyz": [[1.17, -1.90, -0.17], [0.90, -0.84, -1.18], [1.07, 0.57, -0.61], [0.10, 0.82, 0.42], [-1.34, 0.37, 0.34], [-2.08, 1.02, 1.21], [0.29, -1.98, 0.34], [1.68, -1.44, 0.59], [-0.13, -0.97, -1.52], [1.59, -0.94, -2.02], [0.96, 1.26, -1.45], [2.07, 0.60, -0.15], [0.02, 1.81, 0.63], [-1.67, 0.48, -0.74], [-1.33, -0.74, 0.48]], "nbo_charge": [-0.849, -0.229, -0.225, -0.707, 0.167, -0.924, 0.356, 0.342, 0.196, 0.160, 0.146, 0.160, 0.357, 0.016, 0.035]}


2 | {"formula": "C3H9N2O", "method": "ωB97M-V/def2-TZVPD", "gap_ev": 5.86, "homo_ev": -1.718, "mol_weight_g_mol": 89.12, "lumo_ev": 4.1, "total_charge": -1, "smiles": "CC(C)NN[O-]", "species": ["C", "C", "C", "N", "N", "O", "H", "H", "H", "H", "H", "H", "H", "H", "H"], "xyz": [[0.82, 1.24, 0.26], [0.14, -0.09, 0.15], [1.11, -1.33, -0.17], [-0.91, 0.07, -0.85], [-2.28, 0.22, -0.22], [-2.38, -0.30, 1.07], [1.09, 1.49, -0.77], [0.07, 1.94, 0.53], [1.76, 1.40, 0.93], [-0.43, -0.23, 1.22], [2.19, -0.89, 0.05], [1.03, -1.71, -1.17], [0.95, -2.30, 0.49], [-0.91, -0.72, -1.50], [-2.25, 1.22, -0.02]], "nbo_charge": [-0.610, -0.132, -0.618, -0.566, -0.221, -0.831, 0.186, 0.208, 0.171, 0.248, 0.184, 0.186, 0.201, 0.327, 0.267]}


3 | {"formula": "C3H9N2O", "method": "ωB97M-V/def2-TZVPD", "gap_ev": 6.92, "homo_ev": -2.567, "mol_weight_g_mol": 89.12, "lumo_ev": 4.3, "total_charge": -1, "smiles": "NCCNC[O-]", "species": ["N", "C", "C", "N", "C", "O", "H", "H", "H", "H", "H", "H", "H", "H", "H"], "xyz": [[-0.78, 1.70, -0.16], [0.20, 1.29, 0.84], [0.24, -0.24, 1.09], [0.60, -0.99, -0.05], [-0.13, -1.24, -1.41], [-1.38, -1.54, -1.36], [-1.70, 1.37, 0.11], [-0.53, 1.21, -1.01], [1.18, 1.54, 0.46], [0.05, 1.84, 1.77], [0.93, -0.40, 1.92], [-0.77, -0.48, 1.50], [1.37, -1.63, 0.05], [0.54, -2.08, -1.75], [0.15, -0.32, -1.98]], "nbo_charge": [-0.855, -0.221, -0.213, -0.755, 0.183, -0.903, 0.350, 0.369, 0.166, 0.151, 0.166, 0.138, 0.345, 0.047, 0.032]}


The calculated energies rank the structures as follows, beginning with the most stable: 1, 3, 2.